{
  "formula": "C17H46N7O2P2",
  "method": "wB97M-V/def2-TZVPD",
  "symbols": ["C", "C", "C", "C", "C", "N", "H", "H", "H", "H", "H", "H", "H", "H", "H", "H", "O", "P", "N", "C", "C", "N", "C", "C", "N", "C", "C", "H", "H", "H", "H", "H", "H", "H", "H", "H", "H", "H", "H", "H", "H", "H", "H", "H", "H", "O", "P", "N", "C", "C", "N", "C", "C", "N", "C", "C", "H", "H", "H", "H", "H", "H", "H", "H", "H", "H", "H", "H", "H", "H", "H", "H", "H", "H"],
  "xyz": [[-9.726, 1.785, 1.312], [-8.708, 2.486, 0.846], [-7.239, 3.064, 0.497], [-6.579, 2.123, -0.635], [-6.781, 2.620, -2.159], [-7.551, 3.908, -2.318], [-10.700, 1.163, 1.387], [-6.553, 2.975, 1.437], [-7.282, 4.184, 0.249], [-5.441, 2.020, -0.400], [-7.036, 1.053, -0.569], [-5.716, 2.803, -2.590], [-7.323, 1.799, -2.755], [-6.912, 4.700, -2.109], [-8.455, 3.940, -1.811], [-7.785, 3.992, -3.336], [-2.692, 2.539, 1.310], [-1.179, 2.440, 1.013], [-1.351, 1.158, -0.096], [-1.695, -0.213, 0.208], [-1.916, 1.550, -1.383], [-0.782, 1.956, 2.612], [-0.391, 0.632, 3.048], [-1.576, 2.573, 3.682], [0.553, 2.333, 0.668], [1.304, 1.288, -0.004], [1.414, 3.261, 1.396], [-1.361, -0.863, -0.609], [-2.776, -0.358, 0.352], [-1.171, -0.604, 1.076], [-1.242, 2.254, -1.887], [-2.890, 2.040, -1.265], [-2.044, 0.703, -2.065], [-1.251, -0.042, 3.126], [0.081, 0.674, 4.037], [0.364, 0.183, 2.404], [-2.539, 2.061, 3.807], [-1.769, 3.627, 3.468], [-1.048, 2.541, 4.640], [1.297, 0.343, 0.543], [2.356, 1.563, -0.132], [0.940, 1.107, -1.019], [1.847, 2.786, 2.282], [0.851, 4.140, 1.721], [2.229, 3.631, 0.765], [3.252, -1.278, -0.437], [4.171, -2.283, -1.160], [3.258, -3.654, -0.722], [3.158, -4.249, 0.592], [1.991, -3.783, -1.437], [5.520, -1.959, -0.147], [6.062, -2.821, 0.883], [5.663, -0.568, 0.300], [5.227, -3.405, -2.033], [5.311, -4.851, -1.957], [6.376, -2.813, -2.713], [2.837, -5.292, 0.497], [2.446, -3.721, 1.243], [4.114, -4.321, 1.104], [2.181, -3.915, -2.510], [1.363, -2.893, -1.313], [1.411, -4.654, -1.116], [5.454, -2.799, 1.793], [7.074, -2.504, 1.159], [6.178, -3.851, 0.549], [5.015, -0.359, 1.161], [5.409, 0.129, -0.501], [6.695, -0.346, 0.591], [5.649, -5.204, -0.979], [6.015, -5.254, -2.693], [4.357, -5.332, -2.192], [7.279, -2.884, -2.098], [6.195, -1.757, -2.933], [6.569, -3.300, -3.673]],
  "relative_energy_kcal_mol": 234.9,
  "e_homo_ev": -9.34,
  "largest_force_ev_per_a": 7.4,
  "charge": 1,
  "e_lumo_ev": -3.54
}